44
Properties=species:S:1:pos:R:3:forces:R:3 method="wB97M-V/def2-TZVPD" gap_ha=0.280 homo_energy_ha=0.0006 lumo_energy_ev=7.63 charge=-3
P 0.014767 0.070417 -0.505834 1.798 2.297 -2.011
O 1.012532 0.392354 -1.705021 -1.090 -0.870 1.358
O -0.140790 -1.467196 -0.363818 -0.469 1.017 0.303
O -1.355719 0.774820 -0.825072 0.906 -1.264 0.433
O 0.604986 0.837410 0.763216 -0.769 -1.793 -0.900
O 3.006439 -0.278053 1.534470 -0.023 0.224 0.723
H 2.063270 0.009316 1.494515 0.854 -0.087 -0.309
H 3.270767 -0.380725 0.613283 -0.054 0.087 -0.133
O -1.938070 -2.634251 -2.035182 -0.167 -0.108 0.032
H -1.417578 -2.014326 -1.467060 0.113 -0.365 -0.321
H -2.694195 -2.112391 -2.315682 0.124 0.248 -0.065
O -1.824469 -2.876660 1.079453 0.174 -0.237 0.124
H -1.641069 -3.815651 1.016932 0.009 0.001 -0.053
H -1.164529 -2.448624 0.457426 -0.103 0.188 0.325
O -2.911196 -0.257047 1.071905 -0.110 0.398 -0.108
H -2.621413 -1.165649 1.199577 -0.076 -0.118 -0.071
H -2.276096 0.128420 0.395917 -0.472 -0.377 0.381
O 0.315480 -0.999477 2.696442 -0.087 -0.345 0.294
H -0.532071 -1.435474 2.559518 0.037 0.006 -0.212
H 0.366363 -0.318325 1.979814 -0.260 -0.119 0.432
O 3.571069 -0.056135 -1.322261 0.242 -0.119 -0.005
H 2.579525 0.126629 -1.373138 -0.151 -0.019 -0.211
H 3.934338 0.386619 -2.090111 -0.071 0.108 -0.003
O 1.038360 -0.083343 -4.328027 0.057 -0.533 -0.310
H 1.628523 0.655032 -4.482833 -0.060 0.156 0.220
H 1.014455 -0.166258 -3.331891 -0.035 0.467 0.177
O -1.162643 2.566084 1.480537 0.098 0.287 0.323
H -0.590019 1.860371 1.071657 -0.338 0.432 0.317
H -2.041465 2.402066 1.122072 0.035 0.067 -0.149
O 1.934083 -2.811468 0.538562 -0.170 -0.760 -0.075
H 1.956727 -2.533028 1.460247 -0.051 0.384 -0.088
H 1.119492 -2.371925 0.175426 0.523 0.029 0.144
O 2.275699 2.906766 0.909522 -0.261 0.548 0.083
H 1.517606 2.277218 0.771479 0.579 -0.054 -0.170
H 2.709479 2.578359 1.699264 0.076 -0.365 -0.140
O 0.889990 1.745787 3.734202 0.101 0.481 0.173
H 0.607517 2.053665 2.855018 -0.286 -0.215 0.194
H 1.787387 2.076056 3.822398 0.057 -0.082 -0.117
O -1.899852 0.349093 -3.298083 -0.575 0.100 0.353
H -1.611635 0.480051 -2.328655 -0.318 0.051 -0.857
H -1.125044 0.026143 -3.751672 0.496 -0.044 -0.141
O -3.486612 2.234411 -0.384494 -0.344 0.090 -0.240
H -2.769802 1.649609 -0.750689 -0.102 0.438 0.300
H -4.014574 1.639325 0.156680 0.164 -0.231 0.002

=====

19
Properties=species:S:1:pos:R:3:forces:R:3 method="wB97M-V/def2-TZVPD" s2=2.00 spin_multiplicity=3 gap_ha="0.159 / 0.275" homo_energy_ha="-0.1414 / -0.3562" lumo_energy_ev="0.48 / -2.21"
C 2.160321 0.932543 2.033336 1.189 -0.770 0.999
C 0.085876 0.755265 -1.641525 -0.639 1.303 2.516
C -0.914309 0.696930 -0.347188 1.089 1.419 -3.044
C 0.896542 -0.448625 -1.616853 1.620 -2.645 0.185
C -0.252411 -0.191397 0.609231 -4.297 -1.370 -0.953
N -1.360831 -0.689700 1.579484 1.733 -0.111 1.405
O 2.607210 0.995009 0.966775 -0.520 0.407 -0.539
O 1.901513 0.776945 3.155590 -0.624 0.389 -0.456
P 0.190878 -1.676784 -0.411356 1.401 -0.193 -0.167
H -0.499469 0.819015 -2.523169 -0.339 0.586 -0.854
H 0.815545 1.559754 -1.459371 -0.867 0.388 -0.566
H -0.980107 1.696244 -0.022881 -0.396 1.441 0.711
H -1.946367 0.426863 -0.736265 1.153 -0.211 0.996
H 0.927440 -1.008282 -2.523694 0.041 -0.228 -0.999
H 1.924900 -0.321136 -1.335187 0.529 0.455 0.096
H -1.546466 -0.173142 2.488023 0.005 0.449 -0.530
H -0.788378 -1.484660 1.896617 -1.013 -1.085 0.712
H -2.303609 -1.030895 1.171013 0.691 0.113 -0.096
H -0.918275 -1.633948 -1.282578 -0.756 -0.338 0.583

=====

74
Properties=species:S:1:pos:R:3:forces:R:3 method="wB97M-V/def2-TZVPD" gap_ha="0.224 / 0.266" homo_energy_ha="-0.5882 / -0.6071" lumo_energy_ev="-9.90 / -9.29" charge=+3
La 1.913164 -0.588162 -0.302363 -3.801 2.761 -1.609
P -3.164013 1.657149 0.993737 0.192 0.447 -0.225
P 0.855459 -1.103443 2.453991 -0.880 0.206 2.207
P -0.462565 0.207043 -2.972282 -0.316 0.070 -0.952
H 2.080044 -2.888647 0.786037 0.602 -0.253 -0.024
C 2.757216 -2.730819 -0.072463 1.888 -2.141 -0.113
C 3.873593 -1.845650 0.035834 1.606 -1.294 0.468
H 4.396118 -1.651139 0.999386 -0.590 0.098 -0.515
C -4.824293 2.299917 1.342190 -0.276 -0.386 0.027
C -2.101850 2.126316 2.368767 -0.102 -0.131 0.042
C -2.506864 2.475569 -0.468183 0.052 0.038 -0.412
C 1.532466 -2.407018 3.541130 0.414 -0.372 -0.208
C 1.146116 0.324108 3.560006 0.401 0.546 -0.099
C -0.933164 -1.299041 2.844265 -0.413 -0.192 -0.529
C -0.013408 -0.916095 -4.361891 0.468 -0.075 0.272
C -0.334899 1.825611 -3.848214 0.606 0.268 0.260
C -2.289682 -0.001748 -3.070564 -0.505 -0.258 0.631
H 2.711828 -3.540099 -0.818618 -0.120 0.588 0.084
H 4.507389 -1.601350 -0.845564 -0.283 -0.710 0.483
H -4.758832 3.398997 1.452721 0.170 -0.503 -0.094
H -5.227697 1.879646 2.275406 0.200 0.069 -0.267
H -5.527942 2.066663 0.531919 0.250 0.038 0.141
H -2.113571 3.214124 2.490163 -0.053 -0.145 -0.014
H -1.086650 1.797372 2.142930 -0.055 0.091 0.022
H -2.442445 1.649896 3.291426 0.041 0.137 -0.028
H -3.015593 3.433814 -0.642247 0.226 -0.243 0.036
H -2.647657 1.812493 -1.335309 -0.072 0.363 0.286
H -1.426955 2.639967 -0.340785 -0.306 0.028 -0.023
H 1.291319 -2.193879 4.598146 -0.064 -0.028 -0.571
H 2.626497 -2.475682 3.457874 -0.312 -0.160 -0.045
H 1.059217 -3.348677 3.242500 0.332 -0.046 0.161
H 1.021689 0.017491 4.614845 0.032 0.189 -0.535
H 0.421249 1.115072 3.324477 0.374 -0.098 0.174
H 2.163189 0.713483 3.409624 -0.280 0.009 0.287
H -1.063710 -1.878096 3.766811 0.126 0.180 -0.182
H -1.470269 -1.795621 2.032297 0.034 -0.032 0.215
H -1.393303 -0.314489 2.977063 0.160 -0.254 0.009
H -0.536600 -0.623826 -5.282651 0.128 -0.091 0.298
H -0.270181 -1.950196 -4.102178 0.066 0.197 -0.118
H 1.069415 -0.847530 -4.517909 -0.158 -0.135 -0.211
H -0.291044 1.670807 -4.936430 -0.074 0.107 0.371
H 0.589759 2.323005 -3.521987 -0.265 0.094 -0.355
H -1.188191 2.473623 -3.606917 0.306 -0.159 -0.036
H -2.529306 -0.810882 -3.774821 0.026 0.297 0.187
H -2.769976 0.929294 -3.414228 0.199 -0.438 0.063
H -2.691847 -0.288208 -2.085456 0.004 0.094 -0.475
C -1.994898 -2.609565 -0.453235 -0.249 0.505 0.556
C -2.740927 -3.780047 -0.025166 -0.601 0.047 -0.453
C -2.760255 -4.885816 -0.847035 -0.158 0.117 0.584
C -1.822137 -5.016532 -1.887057 -0.577 -0.501 -0.293
C -0.804448 -4.071104 -2.024648 0.907 1.103 0.519
C -0.818827 -2.924750 -1.246898 0.012 0.061 -0.888
O -2.409586 -1.437060 -0.195528 1.270 -1.375 0.042
H -2.931087 0.275384 0.676982 -0.702 0.561 0.563
H -3.384106 -3.664645 0.846985 -0.141 -0.092 -0.405
H -3.521268 -5.643476 -0.685198 0.289 -0.077 0.018
H -1.873405 -5.855384 -2.587984 0.011 0.246 0.391
H 0.003120 -4.226081 -2.741905 -0.231 -0.046 0.203
H -0.049152 -2.150240 -1.377186 -0.483 -0.270 -0.218
C 4.973227 2.456671 0.635326 0.066 -0.079 0.156
C 3.710710 1.799383 1.132580 -0.159 0.208 -0.167
O 2.768379 1.563619 0.013447 0.433 0.968 0.313
C 2.390077 2.759734 -0.774233 0.049 -0.396 0.328
C 1.705932 3.775144 0.113417 0.217 0.163 -0.025
H 5.400103 1.907508 -0.208509 -0.051 0.092 0.069
H 5.713716 2.464593 1.434060 0.013 0.009 0.035
H 4.791280 3.494691 0.356108 0.094 -0.051 -0.041
H 3.895490 0.799652 1.551062 0.036 0.142 -0.124
H 3.188492 2.394071 1.896821 0.177 -0.170 -0.268
H 3.295789 3.123270 -1.260448 -0.118 0.128 0.096
H 1.732089 2.377464 -1.561805 -0.033 -0.020 0.122
H 2.424172 4.203353 0.823882 -0.283 0.025 -0.162
H 1.305638 4.590779 -0.496103 0.100 -0.080 0.089
H 0.878660 3.328220 0.679783 0.137 0.013 -0.124

=====

no.,F_max (eV/A),calculated total energy (eV)
1,3.5,-44523.1854
2,4.6,-20214.7965
3,5.0,-55332.1659